This record from OMol25 describes a 2-piece molecular cluster, C6H13O2 overall at a distorted geometry. The level of theory is the ωB97M-V functional and the def2-TZVPD basis.

Results
E_LUMO (alpha / beta): 6.374 / 6.265 eV
E_HOMO (alpha / beta): 3.71 / -1.49 eV
⟨S²⟩: 0.751
Total charge: -2
Gap between HOMO and LUMO (alpha / beta): 2.66 / 7.76 eV
Multiplicity: 2

Geometry (Å):
C  -0.3870  -0.1418  -1.7868
C  0.3306  0.6894  -2.8456
C  -1.9072  -0.1067  -2.0499
O  -2.2814  -0.9135  -2.9620
O  -2.6299  0.7619  -1.5219
H  -0.0248  -1.1674  -1.8558
H  -0.2133  0.2344  -0.7851
H  -0.0031  1.7269  -2.8063
H  0.1342  0.3476  -3.8620
H  1.3970  0.6513  -2.5974
C  -0.0017  -0.1210  1.6848
C  1.2693  -0.9514  1.3835
C  0.1097  0.4914  3.0960
H  -0.0188  0.6316  0.9144
H  -0.8796  -0.7662  1.7010
H  1.1734  -1.6721  0.5679
H  1.7726  -1.3430  2.2678
H  0.4158  -0.2723  3.8150
H  0.6366  1.4415  3.1866
H  2.0258  -0.2310  1.0291
H  -0.9184  0.7103  3.4264

Cartesian forces (eV/Å) of the 2 atoms listed first:
C -0.740 0.073 -0.023
C 0.197 0.226 0.562


This record from OMol25 describes a 2-piece molecular cluster, C6H13O3 overall at a distorted geometry. The level of theory is the ωB97M-V functional and the def2-TZVPD basis.

Results
E_LUMO (alpha / beta): 0.498 / -2.560 eV
E_HOMO (alpha / beta): -9.38 / -9.38 eV
⟨S²⟩: 0.753
Gap between HOMO and LUMO (alpha / beta): 9.88 / 6.82 eV
Multiplicity: 2

Geometry (Å):
O  2.8042  4.3904  -0.0101
H  2.5176  4.5962  0.9325
H  4.9900  5.2133  -2.1209
C  4.8963  4.9297  -3.1740
C  3.5543  4.2964  -3.5273
C  3.4013  3.0178  -2.6766
C  2.3507  5.2445  -3.4165
C  2.4272  6.4810  -4.3428
O  2.8282  7.5575  -3.8966
C  1.9808  6.3053  -5.7657
O  3.7735  3.9408  -4.9265
H  5.0993  5.8070  -3.7943
H  5.6647  4.1654  -3.4054
H  3.3306  3.2800  -1.5995
H  2.4907  2.4715  -2.9655
H  4.3075  2.4014  -2.8368
H  1.4516  4.6696  -3.7018
H  2.2422  5.5821  -2.3743
H  1.4234  5.3752  -5.9491
H  1.3729  7.1745  -6.0416
H  2.8762  6.3222  -6.4038
H  3.1236  3.2554  -5.1921

Cartesian forces (eV/Å) of the 2 atoms listed first:
O -0.506 0.499 1.676
H 0.401 -0.256 -1.291


Energy above the lowest of the compared OMol25 structures with the same formula, charge and spin across the listed records, respectively: 7.9, 27.7 kcal/mol.
Molecular weight across the listed records, respectively: 117.2, 133.2 g mol⁻¹.